(1)
{"formula": "C3H11NO2", "method": "wB97M-V/def2-TZVPD", "species": ["O", "O", "N", "C", "C", "C", "H", "H", "H", "H", "H", "H", "H", "H", "H", "H", "H"], "xyz": [[2.227, -0.213, -0.942], [-1.691, -0.012, -3.906], [0.112, -1.229, 1.194], [0.887, 0.860, 2.104], [-0.093, 0.109, 1.587], [-1.525, 0.532, 1.453], [-2.361, 0.124, -4.585], [1.060, -1.398, 0.884], [1.898, 0.507, 2.209], [-1.972, 0.049, 0.588], [1.982, 0.455, -0.286], [-1.045, -0.600, -4.327], [-0.565, -1.543, 0.507], [3.057, 0.031, -1.369], [-1.667, 1.596, 1.310], [0.671, 1.838, 2.494], [-2.039, 0.322, 2.392]], "atomic_forces_ev_per_a": [[-0.07, -0.28, -0.04], [0.14, -0.23, -0.28], [-0.10, 0.58, -0.09], [-0.29, 0.17, -0.14], [0.26, -0.63, -0.24], [0.06, 0.43, 0.34], [0.03, 0.02, 0.09], [-0.08, -0.20, 0.01], [0.18, -0.25, 0.06], [-0.29, -0.21, 0.19], [0.26, 0.09, -0.23], [-0.18, 0.21, 0.21], [0.29, 0.02, 0.10], [-0.26, 0.22, 0.35], [0.37, 0.26, -0.07], [-0.05, 0.23, -0.06], [-0.29, -0.44, -0.21]], "lowdin_charge": [-0.070, -0.067, 0.079, -0.005, -0.482, -0.053, 0.030, 0.069, 0.049, 0.073, 0.011, 0.037, 0.082, 0.039, 0.075, 0.047, 0.085], "de_lowest_kj_mol": 43.9, "multiplicity": 1, "total_energy_ev": -8874.0343, "total_charge": 0}

(2)
{"formula": "C5H11NO", "method": "wB97M-V/def2-TZVPD", "species": ["O", "N", "C", "C", "C", "C", "C", "H", "H", "H", "H", "H", "H", "H", "H", "H", "H", "H"], "xyz": [[1.111, 0.742, -2.472], [0.861, -0.183, -0.368], [-1.205, -0.984, -1.418], [1.561, 0.300, -1.412], [-1.116, -0.175, 0.908], [1.030, 0.705, 1.951], [-0.551, 0.041, -0.455], [-1.032, -1.191, 1.306], [0.615, 0.961, 2.929], [-0.936, -2.000, -1.110], [1.679, -0.161, 1.947], [-2.294, -0.876, -1.451], [-0.795, 1.052, -0.819], [-0.785, -0.780, -2.407], [1.402, 1.557, 1.395], [-0.171, 0.389, 1.517], [-2.032, 0.342, 1.203], [2.657, 0.261, -1.242]], "atomic_forces_ev_per_a": [[0.09, -0.09, 0.28], [-0.04, 0.01, -0.29], [0.01, -0.04, -0.10], [0.11, 0.06, -0.10], [-0.01, -0.05, 0.02], [0.11, 0.08, 0.21], [-0.16, 0.05, 0.11], [-0.01, 0.19, -0.13], [0.07, -0.03, -0.11], [-0.08, 0.14, -0.06], [-0.11, 0.17, 0.00], [0.17, -0.03, 0.00], [0.04, -0.14, 0.05], [-0.12, -0.08, 0.15], [-0.05, -0.14, 0.09], [0.01, 0.01, 0.03], [0.13, -0.11, -0.10], [-0.15, 0.00, -0.05]], "lowdin_charge": [-0.037, 0.000, -0.042, -0.422, 0.026, 0.082, -0.492, 0.112, 0.053, 0.084, 0.054, 0.077, 0.147, 0.075, 0.056, 0.004, 0.108, 0.114], "de_lowest_kj_mol": 516.5, "multiplicity": 1, "total_energy_ev": -8896.3439, "total_charge": 0}

(3)
{"formula": "C5H16N2O", "method": "wB97M-V/def2-TZVPD", "species": ["O", "N", "N", "C", "C", "C", "C", "C", "H", "H", "H", "H", "H", "H", "H", "H", "H", "H", "H", "H", "H", "H", "H", "H"], "xyz": [[3.278, 2.274, -0.467], [0.725, 0.837, -0.479], [-1.296, -1.031, 0.483], [1.122, -0.520, -1.005], [-0.424, -0.533, 1.538], [-0.388, 1.445, -1.269], [-2.306, -2.141, 0.770], [0.414, 0.701, 0.954], [0.333, -1.275, -0.889], [3.559, 1.645, -1.207], [-2.319, -2.767, -0.145], [-1.749, -0.341, -0.076], [1.382, 0.576, 1.449], [0.397, -1.283, 1.921], [-0.140, 1.501, 1.300], [-1.170, -0.053, 2.389], [-3.311, -1.799, 1.080], [-1.918, -2.775, 1.595], [2.165, -0.733, -0.647], [-1.153, 1.940, -0.554], [-0.833, 0.596, -1.870], [2.311, 2.125, -0.656], [0.080, 2.142, -2.044], [1.241, -0.529, -2.169]], "atomic_forces_ev_per_a": [[-0.69, -1.69, -2.39], [-1.02, -1.17, -0.08], [-0.95, -2.55, 0.72], [1.12, 0.98, -2.48], [-0.87, 1.11, 0.36], [0.18, -0.59, -0.37], [1.67, 0.48, 0.08], [0.97, -2.55, 0.08], [0.62, 0.07, 0.73], [0.26, 1.29, 1.53], [-0.46, 0.30, 0.60], [0.01, 0.70, 0.03], [-0.11, 0.70, 0.18], [-2.28, 0.92, -0.55], [-0.46, 2.27, 0.46], [2.39, -1.40, -1.21], [0.39, 0.01, -0.32], [-0.13, 0.41, -0.52], [-1.21, -0.25, 0.09], [1.26, -0.60, -1.55], [-0.24, 1.12, 0.59], [0.53, 0.27, 1.00], [-0.94, -0.50, 1.17], [-0.06, 0.67, 1.84]], "lowdin_charge": [-0.126, -0.292, -0.178, -0.108, -0.215, -0.101, -0.094, -0.213, 0.058, 0.057, 0.071, 0.066, 0.108, 0.135, 0.068, 0.146, 0.066, 0.073, 0.091, 0.108, 0.077, 0.007, 0.092, 0.103], "de_lowest_kj_mol": 283.9, "multiplicity": 1, "total_energy_ev": -10469.5796, "total_charge": 0}

(4)
{"formula": "C6H9N", "method": "wB97M-V/def2-TZVPD", "species": ["N", "C", "C", "C", "C", "C", "C", "H", "H", "H", "H", "H", "H", "H", "H", "H"], "xyz": [[0.916, 1.164, -0.045], [0.940, -0.257, -0.018], [-0.495, 1.584, -0.216], [0.736, -0.894, 1.331], [-2.214, -0.414, -0.644], [0.855, -0.880, -1.188], [-1.398, 0.454, -0.485], [-0.563, 2.305, -1.039], [0.197, -1.842, 1.244], [0.935, -0.315, -2.113], [1.286, 1.545, 0.820], [0.141, -0.239, 1.985], [0.644, -1.941, -1.254], [-2.809, -1.257, -0.898], [1.700, -1.063, 1.820], [-0.870, 2.049, 0.700]], "atomic_forces_ev_per_a": [[0.01, -0.06, 0.11], [0.12, -0.34, -0.25], [-0.25, 0.26, -0.01], [0.10, -0.11, 0.04], [0.33, 0.25, -0.18], [0.53, -0.22, 0.17], [-0.87, 0.25, 0.01], [-0.10, -0.05, 0.19], [0.23, 0.05, 0.02], [0.03, -0.12, 0.16], [-0.16, -0.02, -0.16], [0.14, -0.15, -0.22], [0.09, 0.05, 0.04], [-0.16, 0.06, 0.12], [-0.07, -0.08, 0.09], [0.04, 0.23, -0.10]], "lowdin_charge": [-0.021, -0.470, -0.202, -0.048, 0.118, 0.030, -0.161, 0.115, 0.080, 0.076, 0.107, 0.081, 0.069, 0.031, 0.076, 0.118], "de_lowest_kj_mol": 330.7, "multiplicity": 1, "total_energy_ev": -7854.7326, "total_charge": 0}

(5)
{"formula": "C25H35BrN6O8Zr", "method": "wB97M-V/def2-TZVPD", "species": ["Zr", "Br", "O", "O", "O", "O", "O", "O", "O", "O", "N", "N", "N", "N", "N", "N", "C", "C", "C", "C", "C", "C", "C", "C", "C", "C", "C", "C", "C", "C", "C", "C", "C", "C", "C", "C", "C", "C", "C", "C", "C", "H", "H", "H", "H", "H", "H", "H", "H", "H", "H", "H", "H", "H", "H", "H", "H", "H", "H", "H", "H", "H", "H", "H", "H", "H", "H", "H", "H", "H", "H", "H", "H", "H", "H", "H"], "xyz": [[-18.357, -3.866, 3.003], [-20.325, -6.162, 2.819], [-18.113, -4.913, 4.845], [-14.217, -3.267, 2.442], [-19.893, -3.173, 1.646], [-20.794, -1.122, 1.250], [-17.650, -5.271, 1.574], [-16.219, -3.667, 3.416], [-18.609, -1.937, 4.092], [-20.464, -3.737, 4.685], [-16.244, -7.052, 1.919], [-22.325, -4.200, 2.401], [-16.665, -6.132, -0.261], [-17.495, -2.314, 1.562], [-18.111, -5.191, 7.077], [-20.017, -0.162, 4.102], [-24.419, -4.516, 1.326], [-16.984, -4.873, -0.948], [-19.860, -1.929, 1.273], [-18.691, -5.142, 8.407], [-16.856, -6.161, 1.091], [-18.906, 0.740, 3.784], [-24.118, -5.859, 1.155], [-16.180, -2.057, 1.680], [-23.454, -3.714, 1.909], [-16.777, -5.774, 6.939], [-18.707, -4.773, 5.972], [-15.421, -3.059, 2.602], [-15.659, -0.955, 0.978], [-20.994, -2.421, 4.442], [-15.104, -7.863, 1.494], [-18.396, -1.505, 0.970], [-17.932, -0.385, 0.282], [-16.561, -0.147, 0.302], [-16.605, -7.200, 3.332], [-22.901, -6.355, 1.571], [-16.557, -7.346, -1.070], [-21.376, 0.390, 4.071], [-20.097, -4.095, 6.031], [-22.048, -5.469, 2.227], [-19.801, -1.450, 4.199], [-14.304, -7.808, 2.262], [-21.932, 0.110, 4.980], [-21.598, -2.552, 3.528], [-18.069, -4.676, -0.926], [-16.169, 0.696, -0.261], [-19.035, 1.139, 2.765], [-15.742, -6.894, 3.944], [-16.735, -8.214, -0.426], [-22.570, -7.371, 1.368], [-17.975, 0.166, 3.877], [-21.660, -2.066, 5.277], [-18.629, 0.258, -0.263], [-20.850, -4.782, 6.452], [-15.383, -8.927, 1.367], [-14.694, -7.458, 0.558], [-20.004, -3.211, 6.687], [-14.588, -0.753, 1.018], [-25.346, -4.080, 0.968], [-16.832, -8.263, 3.543], [-16.592, -4.896, -1.975], [-21.938, 0.066, 3.175], [-18.149, -4.415, 9.050], [-16.851, -6.871, 6.858], [-16.497, -4.077, -0.383], [-16.167, -5.520, 7.833], [-16.298, -5.351, 6.047], [-17.335, -7.340, -1.871], [-17.486, -6.603, 3.574], [-24.829, -6.521, 0.666], [-23.580, -2.630, 2.014], [-15.550, -7.426, -1.555], [-18.603, -6.144, 8.873], [-19.758, -4.869, 8.351], [-21.320, 1.493, 4.056], [-18.888, 1.587, 4.495]], "atomic_forces_ev_per_a": [[0.74, 0.22, -1.15], [-0.47, 0.02, -0.09], [-0.98, 0.41, 1.02], [-2.29, 0.62, 0.45], [0.60, -0.28, 1.15], [1.60, -1.49, -0.04], [0.11, 0.21, 0.77], [-1.65, -0.24, 0.12], [-1.31, -0.56, -0.10], [0.47, 0.34, 0.30], [-0.52, 0.50, -0.83], [0.91, -0.70, 0.34], [-0.08, -0.26, 0.85], [-0.18, 0.02, 1.22], [-0.21, 0.26, -1.12], [-0.10, -0.10, -0.19], [0.13, 0.15, -0.20], [-0.19, 0.03, 0.41], [-0.17, 1.62, -0.52], [-0.32, -0.01, 0.71], [0.26, -0.25, -0.10], [0.33, 0.31, 0.14], [-0.57, -0.11, -0.28], [-0.28, 0.43, -0.65], [-0.49, 0.40, 0.18], [0.80, -0.08, 0.40], [0.16, -0.14, 0.14], [2.03, 0.14, -1.67], [-0.04, -0.83, 0.83], [0.19, 0.33, 0.64], [0.55, -0.15, -0.09], [0.58, 0.19, -0.23], [-0.66, -0.45, 0.21], [0.37, 0.35, -0.60], [-0.01, -0.29, -0.22], [1.08, -0.25, 0.32], [0.28, -0.23, -0.58], [-0.60, 0.39, 0.18], [0.47, 0.22, -0.39], [-0.99, 0.40, -0.57], [0.10, -0.39, 0.24], [-0.54, 0.06, -0.37], [0.22, 0.08, -0.34], [0.32, 0.24, 0.26], [0.35, -0.13, -0.28], [-0.09, -0.04, 0.12], [0.06, -0.22, 0.33], [-0.39, 0.02, -0.10], [0.09, 0.14, -0.35], [-0.30, 0.11, 0.11], [-0.30, 0.41, -0.16], [0.73, -0.39, -0.71], [0.29, -0.17, 0.32], [0.26, 0.22, -0.23], [0.11, 0.54, 0.01], [-0.12, -0.26, 0.43], [-0.15, -0.24, -0.29], [-0.35, -0.01, -0.07], [0.09, -0.14, 0.05], [0.14, 0.47, -0.15], [-0.18, -0.10, 0.44], [0.45, 0.03, 0.35], [-0.33, -0.40, -0.49], [0.04, 0.41, 0.01], [0.00, 0.11, -0.32], [-0.52, -0.16, -0.55], [-0.09, -0.25, 0.37], [0.55, 0.09, 0.65], [0.40, -0.26, -0.05], [0.15, 0.11, 0.08], [-0.10, -0.40, -0.04], [-0.85, 0.00, 0.38], [-0.10, 0.55, -0.27], [0.54, -0.14, 0.16], [0.12, -0.60, 0.00], [-0.11, -0.49, -0.32]], "lowdin_charge": [1.896, 0.920, -0.220, 0.101, -0.194, 0.086, -0.234, -0.153, -0.125, -0.253, -0.096, 0.024, -0.123, 0.011, -0.112, -0.097, -0.024, -0.008, -0.523, 0.001, -0.390, 0.016, -0.040, -0.129, -0.108, 0.013, -0.314, -0.535, 0.049, -0.071, -0.026, -0.141, 0.030, -0.011, -0.020, -0.088, -0.036, 0.002, -0.054, -0.609, -0.354, 0.112, 0.103, 0.103, 0.103, 0.128, 0.109, 0.108, 0.088, 0.110, 0.098, 0.159, 0.140, 0.155, 0.109, 0.092, 0.156, 0.140, 0.121, 0.115, 0.110, 0.103, 0.122, 0.117, 0.080, 0.119, 0.094, 0.112, 0.027, 0.127, 0.124, 0.112, 0.120, 0.094, 0.113, 0.116], "de_lowest_kj_mol": 0.0, "multiplicity": 1, "total_energy_ev": -123130.0369, "total_charge": 2}

(6)
{"formula": "C9H32N6O7", "method": "wB97M-V/def2-TZVPD", "species": ["O", "O", "O", "O", "O", "O", "O", "N", "N", "N", "N", "N", "N", "C", "C", "C", "C", "C", "C", "C", "C", "C", "H", "H", "H", "H", "H", "H", "H", "H", "H", "H", "H", "H", "H", "H", "H", "H", "H", "H", "H", "H", "H", "H", "H", "H", "H", "H", "H", "H", "H", "H", "H", "H"], "xyz": [[-0.868, -0.288, 0.961], [-3.480, -1.062, 2.291], [2.444, 0.559, 1.855], [0.947, 1.500, -2.023], [3.737, 3.313, -0.372], [-4.122, 1.169, -1.598], [0.195, -4.675, 1.184], [3.473, 0.311, -0.309], [-2.426, -0.484, -1.475], [2.747, 2.680, -3.100], [-1.809, 1.558, -1.444], [1.611, -0.614, 0.015], [2.922, 0.510, -3.014], [-1.731, -3.501, 0.573], [2.497, 0.190, 0.488], [-0.472, -3.099, 2.770], [2.526, 3.632, 0.301], [-0.395, -3.566, 1.341], [-0.588, 1.037, 1.499], [2.176, 1.556, -2.747], [-4.174, -0.150, 1.471], [-2.806, 0.755, -1.581], [1.653, 3.080, -0.015], [-1.074, -3.696, 3.391], [2.391, -0.333, -2.954], [-2.004, 2.614, -1.438], [-3.656, 0.808, 1.421], [-2.593, -0.963, 2.148], [1.447, -0.568, -0.996], [-1.446, -0.142, 0.196], [-0.972, -2.129, 2.802], [-1.474, 1.510, 1.674], [-2.418, -4.303, 0.924], [-0.453, -5.313, 1.502], [3.454, 3.261, -1.291], [-2.250, -2.537, 0.533], [-1.592, -0.940, -1.920], [0.494, -3.187, 3.342], [4.125, 0.988, 0.019], [-0.804, 1.340, -1.696], [-0.036, 1.063, 2.440], [2.274, 4.645, 0.196], [3.383, 0.419, -1.277], [0.741, -0.585, 0.597], [0.305, -2.832, 0.884], [-0.023, 1.599, 0.788], [-5.161, 0.129, 1.828], [3.630, 2.755, -3.584], [2.217, 3.545, -2.960], [3.742, 0.366, -3.655], [-1.526, -3.629, -0.446], [2.653, 3.443, 1.375], [-3.206, -1.200, -1.407], [-4.224, -0.539, 0.494]], "atomic_forces_ev_per_a": [[-0.16, 0.78, 1.12], [-4.00, -0.53, 1.30], [0.65, -1.22, -6.94], [6.73, 0.08, -4.20], [-0.46, -0.02, -0.40], [6.43, -2.28, 0.09], [2.37, -7.07, -0.60], [5.79, 2.63, -0.56], [-0.72, -7.35, -0.56], [-0.69, 3.21, -0.10], [3.34, 5.75, -0.56], [-4.76, -1.70, -0.35], [0.74, -3.51, -1.62], [-0.52, 0.29, 1.13], [-1.55, 0.48, 9.69], [0.50, 0.50, 0.86], [0.22, -0.77, 1.55], [-1.71, 7.84, -0.09], [1.36, -1.16, -0.05], [-5.80, 0.76, 3.15], [0.68, 0.89, 0.63], [-8.04, 3.53, -0.01], [-0.04, -0.65, -0.34], [-1.40, -1.32, 0.57], [-0.09, -0.71, 0.17], [0.19, -2.50, -0.19], [0.23, 0.15, -0.13], [3.66, 0.48, -0.69], [-0.04, -0.14, 0.84], [0.02, -0.19, 0.07], [0.70, 0.19, 0.22], [-2.58, 1.38, 0.35], [0.24, 0.54, -0.19], [0.45, -0.97, 0.00], [0.56, -0.06, 0.14], [0.06, -0.16, 0.92], [-1.03, 1.36, 0.65], [-0.52, 0.78, -1.06], [0.80, 0.49, 0.36], [-1.62, 0.09, 0.50], [0.14, -0.88, -0.27], [-0.15, 1.76, -0.26], [-0.43, -0.56, -0.85], [0.62, -0.58, -1.09], [-0.59, 0.10, -0.10], [0.48, 0.39, -0.50], [-0.15, -0.62, 0.31], [-0.22, -0.23, 0.02], [0.32, -0.56, -0.16], [-1.32, 1.13, 0.92], [0.49, -0.91, -1.67], [0.08, -0.13, -0.36], [1.24, 1.48, -0.31], [-0.49, -0.31, -1.35]], "lowdin_charge": [-0.169, -0.087, -0.138, -0.133, -0.120, -0.112, 0.029, 0.182, 0.116, 0.170, 0.150, 0.161, 0.141, -0.023, -0.633, -0.033, -0.148, -0.639, -0.085, -0.523, -0.139, -0.665, 0.052, 0.056, 0.120, 0.171, 0.073, -0.032, 0.092, 0.029, 0.064, 0.041, 0.101, 0.115, 0.013, 0.046, 0.152, 0.109, 0.107, 0.076, 0.098, 0.056, 0.024, 0.072, 0.129, 0.051, 0.088, 0.140, 0.152, 0.178, 0.048, 0.095, 0.151, 0.035], "de_lowest_kj_mol": 658.0, "multiplicity": 1, "total_energy_ev": -33121.0394, "total_charge": 0}